Formula: C21H48GeN4OsSi3
Source: the Open Molecules 2025 dataset
Level of theory: ωB97M-V with the def2-TZVPD basis set

Output
- multiplicity = 2
- orbital gap (alpha / beta) (eV) = 6.238 / 5.310
- energy above the lowest of the compared OMol25 structures with the same formula, charge and spin (eV) = 0.448
- net charge = +3
- HOMO level (alpha / beta) (eV) = -15.81 / -15.65

Structure (XYZ):
```
78
C21H48GeN4OsSi3 ωB97M-V with the def2-TZVPD basis set
Os -0.14 0.05 0.18
N 0.53 -2.79 3.75
C 0.67 -2.47 2.27
C 0.09 -3.59 1.43
C 0.27 -3.32 -0.07
N -0.53 -2.14 -0.53
C 1.74 -3.08 -0.38
C 2.38 -1.99 0.46
N 1.92 -0.64 -0.02
C 2.13 -2.20 1.96
H -0.45 -2.96 4.00
H 0.87 -2.03 4.34
H 1.05 -3.63 3.99
H 0.10 -1.55 2.10
H -0.97 -3.74 1.66
H 0.61 -4.53 1.65
H -0.06 -4.21 -0.59
H -1.52 -2.32 -0.36
H -0.45 -2.10 -1.54
H 1.85 -2.85 -1.45
H 2.29 -4.01 -0.22
H 3.46 -2.05 0.32
H 2.08 -0.61 -1.03
H 2.56 0.07 0.37
H 2.48 -1.34 2.52
H 2.74 -3.06 2.25
C 1.20 1.21 3.92
Si 2.16 2.30 2.71
C 2.58 4.00 3.32
C 3.73 1.41 2.18
Ge 0.53 2.27 0.85
Si 1.66 3.47 -1.23
C 2.13 5.14 -0.61
C 3.10 2.38 -1.61
C 0.30 3.35 -2.48
Si -1.38 3.86 1.49
C -2.36 3.88 -0.09
C -2.12 2.87 2.88
C -0.69 5.49 1.98
H 1.87 0.46 4.38
H 0.37 0.71 3.42
H 0.78 1.80 4.74
H 3.22 3.91 4.21
H 1.70 4.58 3.60
H 3.14 4.56 2.57
H 4.44 1.40 3.01
H 4.22 1.92 1.35
H 3.56 0.37 1.90
H 2.79 5.07 0.25
H 1.25 5.73 -0.34
H 2.66 5.67 -1.41
H 3.69 2.13 -0.72
H 3.77 2.91 -2.29
H 2.80 1.46 -2.11
H -0.40 4.18 -2.38
H -0.26 2.42 -2.37
H 0.72 3.38 -3.49
H -2.28 2.93 -0.62
H -2.03 4.68 -0.75
H -3.42 4.05 0.13
H -2.09 1.80 2.68
H -3.17 3.16 3.01
H -1.60 3.07 3.82
H -0.16 5.98 1.16
H -0.02 5.42 2.84
H -1.52 6.14 2.27
N -1.85 0.30 0.40
C -3.09 -0.08 0.79
C -3.28 -1.07 1.78
C -4.54 -1.46 2.14
C -5.66 -0.85 1.56
C -5.49 0.14 0.59
C -4.23 0.53 0.21
H -2.40 -1.50 2.24
H -4.68 -2.23 2.89
H -6.66 -1.14 1.86
H -6.36 0.60 0.13
H -4.08 1.30 -0.53
```